A molecular structure, C26H20InN4O10, computed with ωB97M-V with the def2-TZVPD basis set.

```
61
Properties=species:S:1:pos:R:3:forces:R:3
In 0.23584 -0.06932 0.28233 -0.1755 0.1795 0.1796
N 2.12238 -1.29534 0.60300 0.0206 -0.0664 -0.1478
C 2.96716 -1.23625 1.80532 0.0084 0.0414 -0.0175
C 2.14658 -1.34812 3.08780 0.0326 -0.0129 -0.0230
C 1.41283 -0.02957 3.31714 0.0651 0.0273 -0.0623
O 1.79972 0.72021 4.21053 -0.0604 -0.0495 -0.0120
O 0.48146 0.24222 2.47438 -0.0071 0.0167 0.0406
H 1.84111 -2.25452 0.43259 -0.0271 0.0239 0.0225
H 2.61010 -0.98628 -0.24884 0.0239 -0.0034 -0.0404
H 3.50745 -0.28706 1.79251 -0.0150 0.0046 0.0106
H 3.71624 -2.03167 1.76366 0.0085 -0.0045 0.0079
H 2.81105 -1.53641 3.92952 -0.0056 0.0118 0.0087
H 1.44138 -2.17973 3.00012 -0.0092 0.0032 -0.0028
O -3.45626 0.72386 2.04424 0.0543 0.0056 -0.0154
C -2.43876 0.24725 1.56446 -0.0358 -0.0438 0.0012
O -1.66439 0.77400 0.70178 -0.0318 -0.0424 -0.0390
C -2.07391 -1.17521 2.00841 0.0287 0.0258 0.0013
C -2.73663 -1.70657 3.14047 0.0126 0.0274 -0.0253
C -2.39556 -2.94346 3.57780 0.0079 -0.0155 0.0026
C -1.45127 -3.70378 2.84393 -0.0119 -0.0076 0.0321
C -1.07559 -5.01374 3.22203 -0.0138 0.0124 0.0048
C -0.19846 -5.73453 2.46387 0.0086 0.0044 -0.0113
C 0.31763 -5.17767 1.27522 0.0053 0.0000 0.0030
C -0.01999 -3.90933 0.89152 -0.0259 -0.0212 0.0150
C -0.88865 -3.12525 1.68738 0.0275 0.0482 -0.0341
N -1.17260 -1.83249 1.32173 -0.0852 -0.1133 0.0795
H -3.46796 -1.07863 3.62631 0.0010 -0.0052 0.0017
H -2.84017 -3.36941 4.47013 0.0040 -0.0017 -0.0042
H -1.50562 -5.43469 4.12353 0.0041 0.0013 -0.0027
H 0.08586 -6.73615 2.75961 -0.0018 0.0032 -0.0049
H 0.97811 -5.76661 0.65093 -0.0040 -0.0017 0.0054
H 0.31856 -3.49863 -0.04774 -0.0001 0.0325 -0.0256
O 0.37827 2.40874 -3.10891 0.0063 -0.0414 0.0443
C 0.43947 1.86478 -2.01614 0.0499 -0.0097 -0.0489
O -0.13487 0.78078 -1.66111 0.0277 0.0769 0.0227
C 1.28758 2.53787 -0.93962 -0.0192 -0.0215 0.0344
C 1.94632 3.72824 -1.19753 -0.0150 0.0004 -0.0093
C 2.67046 4.31722 -0.17779 0.0142 0.0086 0.0129
C 2.69284 3.71481 1.07240 -0.0119 -0.0006 -0.0136
C 2.00227 2.53078 1.25596 -0.0140 0.0046 -0.0006
N 1.33374 1.94977 0.25567 0.0589 0.0867 -0.0427
H 1.86168 4.15089 -2.18786 0.0089 -0.0007 0.0008
H 3.20316 5.24482 -0.34823 -0.0039 -0.0016 0.0010
H 3.22587 4.15333 1.90431 -0.0023 0.0031 -0.0006
H 1.95010 2.04852 2.22342 0.0193 -0.0085 -0.0046
O 0.27859 -1.79486 -1.36884 0.1838 -0.1686 -0.0560
C 0.48602 -1.90244 -2.58135 -0.0519 0.0068 0.0228
C 1.43600 -1.25205 -3.43287 -0.0083 -0.0624 -0.0419
C 1.28140 -1.54106 -4.79599 0.0346 0.0034 0.0458
C 2.08264 -0.95685 -5.73883 -0.0623 0.0386 -0.0842
C 3.07997 -0.02956 -5.35825 0.0218 0.0034 0.0235
C 3.26832 0.25935 -4.04760 0.0447 -0.0370 -0.0052
C 2.48713 -0.35164 -2.99552 -0.1099 0.1129 0.0529
O 2.72936 -0.08815 -1.79589 0.0415 -0.0820 0.0599
N 1.89798 -1.27988 -7.13494 0.1614 -0.1360 0.0725
O 1.05061 -2.10722 -7.43927 -0.0513 0.0551 -0.0050
O 2.62389 -0.73189 -7.95276 -0.0506 0.0455 -0.0058
H -0.14702 -2.62794 -3.12304 -0.0497 0.0371 -0.0117
H 0.51012 -2.22957 -5.11606 -0.0054 0.0028 -0.0039
H 3.68098 0.43398 -6.12737 -0.0110 0.0073 -0.0059
H 4.02353 0.96792 -3.73275 -0.0092 -0.0033 -0.0018
```
Positions in Å, forces in eV/Å.

* net charge: -1
* multiplicity: 1
* lowest unoccupied orbital energy: 1.81 eV

8 unconnected molecules or ions with the total composition C13H41NO8 at a distorted geometry, computed with ωB97M-V with the def2-TZVPD basis set.

```
63
Properties=species:S:1:pos:R:3:forces:R:3
O -1.23589 1.04881 -0.85592 -0.1072 0.8638 -0.0115
H -1.23222 0.09975 -0.85723 0.3124 -1.0915 -0.4121
H -1.21534 1.22625 0.08664 -0.0320 0.3704 0.5210
O -0.03344 -1.79983 1.69219 -0.2797 0.7435 1.1313
H -0.51964 -0.95307 1.84142 0.4754 -0.7574 -0.4221
H -0.05340 -2.02391 0.76457 -0.1398 0.0186 -0.5593
O -0.83715 0.95954 2.10268 -0.9849 0.0599 1.2251
H 0.09836 1.14193 2.04201 0.7981 0.1302 -0.1389
H -1.14043 1.31275 2.99501 0.4338 -0.2719 -1.5884
C 1.43712 -0.53868 4.44786 0.9341 0.4350 0.2473
O 2.16484 -0.97205 5.61668 -0.6677 0.2756 -0.5311
H 0.39596 -0.31270 4.64310 -0.2864 0.1558 0.3045
H 1.94368 0.35970 4.06421 -0.2255 -0.2659 0.1651
H 1.45997 -1.30544 3.69732 0.0067 -0.3117 -0.5837
H 1.76090 -1.81910 5.80800 0.1861 -0.2604 0.4043
C -1.13359 3.18975 5.10667 0.3320 -0.0739 1.4584
O -1.75656 2.65959 3.97042 -0.2519 0.2029 -0.0584
H -0.59425 4.12590 4.94785 -0.2511 0.1486 -0.2852
H -1.83048 3.31136 5.97134 0.3824 -0.0593 -0.6548
H -0.36868 2.47407 5.38718 0.0545 -0.1785 0.2457
H -2.25153 3.36278 3.55601 -0.3237 0.0582 -0.3866
C 3.22647 0.72552 1.29865 -0.7030 -0.1730 -0.7511
O 1.97769 1.38016 0.98959 0.2280 0.1262 0.3982
H 4.01686 1.37689 1.64335 -0.0798 0.5258 0.4500
H 3.00850 -0.06282 2.02511 0.0436 0.2913 -0.1280
H 3.61940 0.26842 0.40057 0.0516 -0.4013 -0.2847
H 2.01411 1.90446 0.17273 0.3089 -0.3493 0.4349
C 0.54814 4.44680 1.88414 0.0567 0.3824 0.1830
O 1.22364 5.27275 0.90656 -0.3384 -1.4507 0.6420
H -0.39780 4.86114 2.23356 -0.1760 0.3863 -0.2974
H 0.30421 3.50613 1.41888 0.1319 -0.2833 -0.2199
H 1.10096 4.24360 2.82008 0.3715 0.1667 -0.5974
H 1.12249 6.18062 1.14925 -0.0632 0.7815 0.2913
C 1.36947 -2.42575 -3.47365 0.4139 -0.8580 0.2024
C 0.70705 -1.30785 -2.73126 -0.7954 1.7179 1.1052
C 0.19769 -0.22186 -3.69650 -0.0412 0.0527 0.4010
C -1.11547 -0.56460 -4.43673 0.1031 0.9776 0.7883
C -2.18816 -0.93932 -3.37951 0.5841 0.5667 -0.4793
C -1.76250 -2.03800 -2.41340 -0.6260 0.1405 -0.7143
N -0.46996 -1.69114 -1.85424 1.4298 0.3616 -0.3627
O -0.02990 -2.68627 -0.97672 0.0568 -0.7982 0.5328
C -2.79268 -2.15118 -1.33556 0.1185 0.1736 1.3931
C -1.86036 -3.30604 -3.19754 0.6585 -1.4901 -0.7596
C 1.72640 -0.59616 -1.77198 -0.6589 -0.4279 0.3802
H 1.76997 -3.19858 -2.79288 -0.1145 0.1942 -0.2466
H 2.23933 -2.00547 -3.97545 -0.0021 -0.1103 -0.1945
H 0.71395 -2.90927 -4.19286 0.1070 0.0061 -0.1482
H 0.10688 0.73489 -3.13546 -0.3421 -0.6916 -0.2524
H 1.03424 -0.06257 -4.36165 0.0943 0.1601 -0.6400
H -0.95576 -1.31259 -5.20866 -0.0764 -0.1339 -0.0609
H -1.41390 0.39143 -4.91502 -0.0777 -0.7249 -0.0614
H -3.13456 -1.27686 -3.80657 0.0727 0.2397 -0.2358
H -2.37064 -0.03111 -2.82054 -0.2179 0.2693 0.2387
H -2.81643 -1.25275 -0.70721 -0.1075 -0.1400 -0.0429
H -3.75038 -2.26003 -1.82644 -0.3576 -0.1425 0.1507
H -2.57375 -3.01820 -0.68609 -0.2852 0.3654 -0.2782
H -1.53514 -4.22435 -2.67706 0.0363 0.4327 -0.0580
H -2.87633 -3.50791 -3.55277 0.0666 0.2116 0.2434
H -1.26174 -3.15685 -4.08255 0.1975 -0.5204 -0.4567
H 1.92419 -1.20402 -0.88124 0.0664 -0.0870 -0.2849
H 1.23650 0.29808 -1.38990 0.0015 0.0565 -0.0481
H 2.68653 -0.30892 -2.21128 -0.2248 -0.2160 -0.3469
H 0.37256 -3.41778 -1.47977 -0.2774 0.2197 0.0439
```
Positions in Å, forces in eV/Å.

* net charge: 0
* SMILES string: CC1(C)CCCC(C)(C)N1O.CO.CO.CO.CO.O.O.O
* multiplicity: 1
* lowest unoccupied orbital energy: 0.51 eV

A single C3H9NP2 molecule at a distorted geometry, computed with ωB97M-V with the def2-TZVPD basis set.

```
15
Properties=species:S:1:pos:R:3:forces:R:3
C -0.75347 1.92241 -0.53256 0.5435 -1.0778 -1.0883
C 1.14559 -1.48893 1.01666 0.0394 -0.0337 -0.0625
C 0.94654 -0.12688 0.36211 0.0340 0.0266 -0.1613
N -1.38256 2.66645 0.24715 -0.3712 0.1703 0.3633
P -0.37745 -1.45235 -2.13476 0.3005 0.6761 0.2708
P -0.60683 -0.01554 -0.61814 0.1618 0.6030 1.0882
H -1.61764 -1.12156 -2.67098 -0.5951 0.0527 -0.2464
H -0.08794 2.40116 -1.24833 0.1210 0.0813 -0.1667
H 2.17699 -1.58835 1.35384 -0.0168 -0.0300 0.0583
H 0.48908 -1.61285 1.87601 -0.0504 -0.0269 0.0274
H 0.93752 -2.28666 0.30607 0.0550 -0.0775 0.0517
H 1.74420 0.05445 -0.36630 -0.0351 0.0883 0.1153
H 0.96658 0.67413 1.10600 -0.0227 -0.0370 -0.1335
H -2.01573 2.21510 0.90731 0.0430 -0.3437 -0.0575
H -1.56487 -0.24059 0.39591 -0.2069 -0.0716 -0.0587
```
Positions in Å, forces in eV/Å.

* net charge: 0
* SMILES string: [H]/N=C\[P@@H](=P)CC
* multiplicity: 1
* lowest unoccupied orbital energy: 0.48 eV

10 unconnected molecules or ions with the total composition C26H57F9O13S7 at a distorted geometry, computed with ωB97M-V with the def2-TZVPD basis set.

```
112
Properties=species:S:1:pos:R:3:forces:R:3
C -2.24780 -5.39899 -0.40315 0.2618 2.1066 -1.1378
C -1.11297 -4.53806 0.17874 -0.3614 -1.1277 -0.0833
O -0.38869 -5.35402 1.15149 0.0171 0.6124 -0.2628
C 0.92181 -5.29686 1.06879 -0.7397 -0.2737 -0.4617
O 1.59102 -4.90988 0.15907 0.3982 0.6524 -0.2802
C 1.51207 -6.09501 2.19708 -0.2801 -1.0732 -1.5452
F 1.72928 -7.31551 1.63338 -0.3052 -0.4971 0.4005
F 2.68985 -5.68442 2.55788 0.9480 0.8889 1.1152
F 0.65281 -6.20886 3.17913 0.2706 -0.2447 1.1899
H -2.84013 -4.63764 -1.00176 0.4162 -1.0328 0.5340
H -2.86318 -5.73533 0.40803 -0.3592 -0.5533 0.2007
H -1.91245 -6.19169 -1.09897 -0.1064 0.3164 0.6586
H -1.50361 -3.72699 0.79105 -0.0020 0.2069 -0.3825
H -0.40714 -4.20085 -0.57680 -0.2103 0.2252 0.1168
C 1.63242 4.08764 1.04052 -1.6667 -0.8683 -0.7695
C 0.36683 4.89565 0.95451 -0.3697 1.4685 0.5317
O 0.14082 5.68555 2.24508 0.1092 -1.3559 -1.4135
C 0.87423 6.74922 2.41353 -0.2286 0.1680 1.4108
O 1.62144 7.29740 1.66312 0.2423 -0.0499 -0.4012
C 0.63065 7.34677 3.86545 -1.7691 -1.4467 -1.7319
F 1.70965 7.93568 4.23679 1.2932 0.5372 1.2943
F -0.33491 8.27773 3.70796 -0.0939 -0.1733 0.5463
F 0.19576 6.40687 4.77636 0.7506 1.3525 -0.8825
H 1.54202 3.44316 1.88599 0.2765 -0.4108 0.8922
H 2.45267 4.76681 1.11851 0.8286 0.0436 -0.2304
H 1.60252 3.37987 0.17197 0.5192 0.8646 0.3905
H -0.56710 4.36315 0.83640 0.0966 -0.4263 0.1669
H 0.43418 5.61530 0.13907 -0.0297 0.1638 0.1342
C 6.08866 1.76349 1.27537 0.9729 -0.4738 -1.2881
C 4.66925 2.16004 1.20942 -1.8844 1.1245 -0.1876
O 3.90842 1.31748 2.11302 0.4805 0.6147 0.5798
C 4.07820 1.65653 3.39155 -1.6194 -1.5565 -0.3307
O 4.67132 2.55748 3.86405 0.7415 0.9377 0.3570
C 3.26426 0.63456 4.23140 0.6678 -0.3687 -0.0415
F 2.86775 1.15173 5.37458 -0.5044 0.4639 0.3027
F 2.22364 0.18292 3.53374 -0.3897 0.0675 0.1452
F 4.01981 -0.43283 4.55218 0.2486 -0.0930 -0.2763
H 6.74203 2.53882 0.81311 -0.3080 -0.6631 0.5700
H 6.25888 0.78842 0.78977 -0.1048 0.4427 -0.2282
H 6.30811 1.55395 2.30229 0.6378 0.4985 0.6086
H 4.09531 2.01055 0.29726 0.6448 -0.1447 -0.4696
H 4.47518 3.23006 1.47002 0.3995 -0.8299 0.1211
C 0.61650 -1.84891 5.33573 -1.9152 0.8045 0.2601
S -0.16998 -2.92034 4.10894 1.1153 -0.9492 -0.0841
O 0.49758 -2.74182 2.76772 -0.5092 0.3188 0.5550
C -1.78938 -2.19507 4.09784 -0.4165 1.8599 -0.0883
H 0.60013 -0.80067 5.01765 0.0626 -0.2679 -0.0610
H 1.59086 -2.14709 5.63816 0.8139 -0.5261 -0.2041
H -0.04741 -1.94183 6.21762 0.3184 0.0551 -0.2944
H -2.34635 -2.56570 3.24626 -0.1955 -0.7335 0.2112
H -1.81549 -1.11289 3.92575 0.6889 0.1172 -0.1310
H -2.28447 -2.25575 5.07039 0.0035 -0.8152 -0.2069
C -5.84368 1.15179 -0.59537 1.3002 -1.3353 -0.9575
S -5.57140 -0.60830 -0.23399 -0.3811 0.4133 -0.2746
O -6.75124 -1.06401 0.56811 0.2734 0.0033 -0.1710
C -5.84205 -1.21870 -1.91295 -0.6058 0.3206 0.3464
H -5.14670 1.37596 -1.40872 -0.0551 0.0579 0.1211
H -5.54958 1.66076 0.28285 -0.2014 0.8268 0.9315
H -6.84205 1.26940 -0.94662 -0.8864 0.2479 0.1550
H -6.06220 -2.24769 -1.73002 -0.0738 -0.8232 -0.1836
H -5.04946 -1.04151 -2.60738 0.8415 -0.0953 0.1079
H -6.70181 -0.73757 -2.35959 -0.5290 0.1197 0.2097
C 4.33190 -3.56658 -1.06200 -0.3503 1.5753 -1.2317
S 3.81363 -1.85710 -0.63810 0.9854 -0.6495 0.5919
O 2.56039 -1.64296 -1.38238 -0.7999 0.1649 -0.4955
C 3.41046 -2.08685 1.11573 -0.7203 0.6362 -0.1143
H 3.55723 -4.24064 -0.70120 0.2608 -0.1782 -0.1578
H 5.32858 -3.68647 -0.66682 0.2228 -0.4334 0.2358
H 4.39028 -3.47162 -2.19462 -0.1413 -0.5072 1.4063
H 4.28679 -2.20966 1.70513 1.1597 -0.1621 0.2248
H 2.77060 -2.93988 1.31704 -0.3601 0.0768 -0.2760
H 2.96632 -1.13766 1.47503 0.0084 -0.6387 -0.3485
C 1.82030 1.39248 -3.20065 -0.2471 1.3417 -0.0250
S 1.32196 2.79652 -4.29279 0.1912 -0.8787 1.3384
O -0.04216 2.39309 -4.68414 -1.0362 -0.0126 -0.9340
C 1.03859 3.96283 -2.94674 -0.2943 -0.3299 -0.8404
H 1.86243 0.52469 -3.81954 0.1663 -0.5927 -0.3653
H 1.08564 1.28815 -2.39991 -0.2045 0.0451 -0.2914
H 2.76687 1.63982 -2.75947 0.7369 -0.1083 0.1399
H 1.92418 4.51582 -2.75968 0.9807 0.2306 0.7614
H 0.55756 3.41398 -2.15813 0.1445 -0.1278 0.7017
H 0.33135 4.67354 -3.31830 -0.5429 0.4323 -0.5032
C -2.79414 -2.71780 -4.15420 0.5741 -0.6250 1.5583
S -1.35653 -1.90667 -3.31418 0.1772 -0.0022 -0.5309
O -1.63086 -2.14618 -1.85948 0.4336 -0.4712 -0.2568
C -0.00985 -3.04416 -3.92358 0.3092 0.8118 2.2941
H -3.38390 -1.96637 -4.66108 -0.1285 0.0772 -0.0241
H -3.32123 -3.14069 -3.23739 0.4211 0.4095 -1.4213
H -2.42472 -3.49891 -4.82618 -0.3176 0.1318 0.0961
H 0.08559 -2.84656 -4.95481 -0.4105 -0.3968 -1.4760
H -0.22812 -4.05229 -3.55744 0.0556 0.0413 -0.5828
H 0.98977 -2.71733 -3.53565 -1.0443 -0.0954 0.3180
C 0.53620 -0.35120 0.24837 0.0232 -0.2750 0.2502
S -0.58345 1.01023 0.35216 -0.0238 1.4078 0.3625
O -0.57052 1.84699 -0.91783 0.2610 -0.5360 0.4277
C -2.02163 0.02007 0.25281 0.3924 -1.1277 -0.6316
H 0.36605 -0.93244 1.17757 0.0231 0.0933 -0.4425
H 1.55805 0.04193 0.31131 -0.3114 -0.1954 -0.4811
H 0.28146 -0.95916 -0.64068 0.6031 0.3229 0.4375
H -1.80370 -0.72260 -0.53711 -0.7901 0.4861 0.1506
H -2.89546 0.59856 0.12744 -0.7567 0.8673 -0.7364
H -2.21641 -0.50059 1.16010 0.3159 -0.5561 1.0302
C -2.94968 3.05192 -2.97322 2.1986 0.5769 -0.5126
S -3.05964 1.51580 -3.82634 1.2198 -0.5293 0.4834
O -3.93031 0.63518 -2.97477 0.0708 0.1352 -0.1980
C -4.12647 2.16060 -5.05681 -0.3892 -1.1127 -1.0489
H -3.92404 3.33512 -2.78506 -2.1872 0.6951 0.5504
H -2.48931 3.79924 -3.66229 -0.0768 -0.5933 0.6052
H -2.40990 2.94738 -2.04170 0.4195 -0.0911 0.0112
H -4.68651 1.23964 -5.29684 0.0339 0.6216 -0.5139
H -3.58872 2.58711 -5.90907 -0.0773 -0.2380 0.1504
H -4.77964 2.87169 -4.61189 -0.7156 0.5909 0.2100
```
Positions in Å, forces in eV/Å.

* net charge: 0
* multiplicity: 1
* lowest unoccupied orbital energy: 0.27 eV

Asked for M across the records above, the calculation gives 663.3, 339.5, 121.1, 973.2 g/mol in order.
Asked for E across the records above, the calculation gives -58900.18489, -32013.50792, -23322.46051, -154802.34431 eV in order.
Asked for energy above the lowest of the compared OMol25 structures with the same formula, charge and spin across the records above, the calculation gives 0.393, 0.000, 1.620, 0.558 eV in order.